This record from the OMol25 dataset describes a molecular structure, C6H10FINO3 in a non-equilibrium geometry. The level of theory is wB97M-V/def2-TZVPD.

The geometry in XYZ format:
```
22
Properties=species:S:1:pos:R:3:forces:R:3:nbo_charge:R:1
F 2.21563 -3.42702 -0.37234 -0.496 0.765 0.415 -0.2084
C -0.36759 1.38713 0.64964 1.170 -1.078 1.973 0.2512
N -1.09270 2.38602 -0.13828 -0.552 -1.000 -5.311 -0.7245
C 1.66780 -2.32395 0.01171 0.300 1.789 -0.677 0.7990
H -0.16980 -3.13478 0.77430 -0.075 -1.010 0.292 0.2838
H -0.92349 3.29022 0.18489 0.262 1.701 1.095 0.4344
H -0.89764 2.50832 -1.27578 -0.007 -0.667 2.446 0.3530
O 3.71932 -1.04465 -0.47920 -0.184 -0.270 0.255 -0.6606
H 2.13049 0.57164 -1.30017 2.866 1.665 -2.400 0.1986
C 2.45833 -1.04817 0.04045 -2.235 -0.606 -1.616 -0.0715
H -2.10560 2.20773 -0.19610 0.279 -0.058 0.825 0.4470
C 1.44725 0.17865 -0.69256 -4.765 -2.111 1.131 -0.0388
C 0.20797 -2.27708 0.27461 -1.334 2.545 -1.028 -0.6051
H 0.40784 -0.71282 1.83554 -1.953 0.339 -1.652 0.1932
H -1.21461 -1.34264 1.69625 -0.786 -0.663 0.061 0.2204
H -0.33915 -2.19181 -0.71989 0.894 -0.564 0.625 0.3150
I 4.79297 0.53319 0.13951 0.091 -0.139 -0.064 0.5259
H 2.32194 -0.74667 1.04180 0.106 0.658 1.787 0.2683
O 0.97072 1.25108 0.15740 1.408 -1.128 -1.406 -0.5586
C -0.46139 -0.95599 1.05024 3.139 0.156 2.080 -0.0386
O -1.00854 0.16717 0.38222 0.026 -1.973 -0.767 -0.5764
H 0.62293 -0.39166 -1.39006 1.847 1.647 1.935 0.1929
```
Forces are in eV/Å.

Results
HOMO level (spin up / spin down)   -10.334 / -10.334 eV
Energy relative to the best compared isomer or geometry (same formula, charge and spin)   5.900 eV
E   -24819.7385 eV
Net charge   +1
Frontier orbital gap (spin up / spin down)   4.687 / 4.686 eV